Record 1
20
Properties=species:S:1:pos:R:3 method="wB97M-V/def2-TZVPD" e_above_lowest_kj_mol=1099.02 homo_lumo_gap_ev=9.5
C 0.63112 -1.99040 0.05755
C -0.13954 -0.77788 0.46111
C -0.02183 0.52078 -0.34251
C -1.08925 1.67381 0.15450
C -0.45942 0.19148 -1.77179
C -1.11550 0.28606 -2.86053
C 1.21150 1.00900 -0.21212
C 2.35988 1.20370 0.22043
H 1.70725 -1.84352 -0.02369
H 0.05856 -3.09051 0.34563
H 0.36403 -2.09654 -1.10363
H -1.42074 -1.07040 0.60836
H 1.38696 -0.66219 2.35943
H -1.00635 -0.54960 2.19111
H -0.44339 2.22093 0.94606
H -1.97012 0.88454 0.60238
H -1.63977 2.39455 -0.75938
H -1.76487 -0.07535 -3.67811
H 3.20449 2.00702 1.00802
N 0.14696 -0.23547 1.79716

Record 2
23
Properties=species:S:1:pos:R:3 method="wB97M-V/def2-TZVPD" e_above_lowest_kj_mol=760.51 homo_lumo_gap_ev="7.2 / 7.0"
C 2.21961 -1.38660 -0.55315
C -3.46609 -1.01870 0.01436
C 1.17025 -1.34334 0.14621
C 3.57937 0.77273 1.30153
C -3.11832 -0.25739 -1.09683
C -0.12684 -0.72272 0.38871
C -1.99112 0.73759 -0.73444
C -0.55177 0.25853 -0.73380
N 3.28300 -1.39926 -1.05538
N -3.90836 -1.72041 0.82049
N 2.23557 0.78805 0.80623
O 1.37001 1.45627 1.37462
H 3.79584 0.15378 2.04969
H 3.81200 1.83157 1.77438
H 4.23768 0.53038 0.53541
H -3.96125 0.26364 -1.39686
H -2.68023 -0.93717 -1.92617
H -0.79243 -1.54526 0.40103
H -0.05188 -0.24178 1.45090
H -2.27513 1.43605 -1.51999
H -2.28518 1.16522 0.23536
H -0.38116 -0.04595 -1.72199
H -0.11358 1.22475 -0.56030

Record 3
23
Properties=species:S:1:pos:R:3 method="wB97M-V/def2-TZVPD" s2=2.04 multiplicity=3 e_above_lowest_kj_mol=153.43 homo_lumo_gap_ev="6.2 / 6.9"
C -1.83434 -1.95121 2.62432
C -1.29125 -2.19699 1.35867
C -2.04039 -0.57760 2.97277
C -0.85402 -1.13635 0.52987
C -1.60768 0.44362 2.22723
C -1.08290 0.12268 0.97978
C 3.38957 0.16348 -3.49912
C -1.42354 2.19973 -0.03181
N 2.02099 -0.10842 -3.23045
N -0.67203 1.21026 0.18857
N 1.41462 0.18212 -2.16697
O 2.16058 0.84332 -1.26329
H -2.21024 -2.76174 3.21638
H -1.21338 -3.21212 1.02148
H -2.57520 -0.43568 3.92820
H -0.28053 -1.40161 -0.34857
H -1.45934 1.48890 2.71678
H 4.10416 0.06218 -2.60387
H 3.40044 1.19269 -3.82960
H 3.72937 -0.43821 -4.30429
H -2.50105 2.23049 0.24230
H 1.69720 0.98162 -0.39799
H -0.87105 3.09884 -0.33039

Record 4
25
Properties=species:S:1:pos:R:3 method="wB97M-V/def2-TZVPD" e_above_lowest_kj_mol=366.14 homo_lumo_gap_ev=7.5
H -2.05184 -0.51031 -2.02796
N -1.42551 -0.41319 -1.19785
C -1.69661 -1.30067 -0.34468
C -2.94784 -2.20572 -0.35769
O -1.06484 -1.51824 0.75874
C 0.00256 -0.47527 1.26438
C -0.31899 0.90187 0.87385
C 0.50146 1.70216 0.18844
C 0.04299 3.11025 -0.07732
C 1.71437 1.17656 -0.39447
C 2.10722 -0.06181 -0.00504
N 3.26697 -0.83102 -0.45030
O 3.44504 -1.85004 0.17995
O 4.00171 -0.31933 -1.24719
N 1.34797 -0.77369 0.80759
H -2.65782 -3.24904 0.06617
H -3.76304 -1.73408 0.11626
H -3.22624 -2.39442 -1.45685
H 0.00295 -0.53538 2.41830
H -1.25890 1.18525 1.25038
H -0.87987 3.09704 0.38775
H 0.06345 3.20055 -1.21733
H 0.79531 3.72288 0.34730
H 2.34632 1.72962 -1.00501
H 1.65316 -1.65395 1.12260

Record 5
25
Properties=species:S:1:pos:R:3 method="wB97M-V/def2-TZVPD" s2=6.02 total_charge=+2 multiplicity=5 homo_lumo_gap_ev="9.7 / 5.8"
Rh 0.27751 1.45270 0.41446
C 1.37615 2.33791 2.36120
C 0.55430 3.31451 1.72051
C -0.80847 2.94232 1.92835
C -0.82233 1.77154 2.74625
C 0.51757 1.39964 3.00884
H 2.45027 2.38774 2.46694
H 0.89837 4.23296 1.26710
H -1.67328 3.52775 1.64995
H -1.70022 1.32862 3.18896
H 0.83707 0.62369 3.68632
C -0.60685 -3.66190 -1.59239
C -0.20281 -2.37680 -2.16107
N 0.07028 -2.12344 -3.40931
N 0.39409 -0.84297 -3.50447
C 0.33786 -0.23304 -2.31026
S 0.65383 1.37639 -1.87553
N -0.04669 -1.21096 -1.43176
N -0.22518 -0.98872 -0.06906
H -0.64783 -4.40142 -2.38818
H -1.59263 -3.59870 -1.12696
H 0.10453 -4.00360 -0.83775
H 0.64155 -0.45690 -4.41450
H 0.40240 -1.59000 0.47665
H -1.18948 -1.20733 0.20571

Record 6
25
Properties=species:S:1:pos:R:3 method="wB97M-V/def2-TZVPD" e_above_lowest_kj_mol=0.00 homo_lumo_gap_ev=8.5
C 2.19803 -0.64959 -2.14461
N 0.93019 -0.45784 -1.48423
C -0.23841 -0.32364 -2.30941
C -0.66954 1.14861 -2.53325
O -2.06244 1.31762 -2.36572
C 0.86709 -0.39835 -0.12475
N 1.97932 -0.69970 0.54975
C 1.95920 -0.72402 1.87536
N 0.95051 -0.48455 2.67642
C -0.16893 -0.13558 2.04068
N -1.35443 0.22489 2.60684
C -2.13122 0.52513 1.61089
N -1.55888 0.36994 0.39006
C -0.27104 -0.05848 0.62414
H 2.18333 -1.56319 -2.74386
H 2.42203 0.20026 -2.79425
H 2.96155 -0.73657 -1.37621
H -0.02912 -0.80629 -3.26745
H -1.07251 -0.86052 -1.84208
H -0.20177 1.78087 -1.77405
H -0.35415 1.50705 -3.51850
H -2.52657 0.92331 -3.11211
H 2.89949 -0.98396 2.34401
H -3.14370 0.86243 1.72286
H -1.96939 0.65438 -0.48880

Record 7
25
Properties=species:S:1:pos:R:3 method="wB97M-V/def2-TZVPD" e_above_lowest_kj_mol=444.54 homo_lumo_gap_ev=9.9
C -1.28096 -2.26113 -0.96240
N -1.00566 -0.77402 -0.79635
C -2.01367 0.20739 -1.20444
C -0.47662 -0.57867 0.44389
C 0.80485 -1.27001 0.61488
N 1.31620 -1.88130 1.69417
N 2.52219 -2.23226 1.39610
N 2.82409 -2.00972 0.19796
N 1.74027 -1.32874 -0.33965
C 0.02498 1.20421 0.59107
C 0.58710 2.01397 -0.29651
C 1.12705 3.12875 0.47410
C 0.94787 3.10791 1.79305
S -0.02400 1.68375 2.21134
H -2.18875 -2.36291 -1.51685
H -0.50928 -2.71727 -1.56087
H -1.32867 -2.74429 0.05640
H -1.53289 1.09883 -1.04459
H -2.22903 -0.05248 -2.22812
H -3.06021 0.23136 -0.62234
H -1.25783 -0.70061 1.34107
H 1.56000 -1.28386 -1.32705
H 0.71520 1.78427 -1.33648
H 1.46303 3.94163 -0.09954
H 1.27471 3.79519 2.52116

Record 8
21
Properties=species:S:1:pos:R:3 method="wB97M-V/def2-TZVPD" e_above_lowest_kj_mol=890.41 homo_lumo_gap_ev="8.9 / 6.8"
C 0.38396 0.84997 0.54113
C 0.04798 -0.11019 -0.23748
C 0.52220 -2.39919 -0.99939
C -0.96619 -2.26581 -0.99573
C -1.84598 1.55671 1.59762
C -0.39726 1.22708 1.81903
C -0.10273 -1.03768 -1.30151
C 1.62289 1.65391 0.22973
N -1.43092 0.33489 2.19743
O -1.49870 -0.86497 1.63338
H 1.05083 -2.68314 -0.06398
H 0.91952 -3.02033 -1.66806
H -1.53274 -2.70043 -1.95124
H -1.40895 -2.11519 -0.02011
H -2.28281 2.18548 2.27610
H -2.23566 1.55162 0.66840
H 0.34834 1.66636 2.62750
H -0.12481 -0.87558 -2.31420
H 2.06730 1.42753 -0.80484
H 2.29273 1.29070 0.87114
H 1.22522 2.69630 0.40549